1.
The following is a quantum chemistry calculation of a structure of composition C4H7NO, from OMol25.

XYZ file:
```
13
Properties=species:S:1:pos:R:3
C 2.656 -0.268 0.455
C 1.147 -0.197 0.359
O 0.410 0.828 0.445
C 0.047 -1.036 0.274
C -2.905 0.342 -0.308
N -2.267 0.898 -1.251
H 3.114 0.169 -0.441
H 3.004 -1.297 0.562
H 2.992 0.308 1.323
H -0.412 -1.161 -0.718
H -2.523 0.249 0.717
H -3.892 -0.087 -0.513
H -1.370 1.250 -0.902
```

Output
highest occupied orbital energy	-0.34521	Eh
energy relative to the best compared isomer or geometry (same formula, charge and spin)	5.388	eV
Kohn-Sham gap	9.44	eV

Mulliken population analysis, charges in e, atoms 1 to 6: C -0.93; C 0.83; O -0.52; C -0.55; C -0.27; N -0.61



2.
The following is a quantum chemistry calculation of a structure of composition C4H7NO, from OMol25.

XYZ file:
```
13
Properties=species:S:1:pos:R:3
O 0.566 2.011 -1.407
N -0.540 1.466 -0.768
C -0.225 0.409 -0.139
C 1.074 -0.339 -0.077
C 0.545 -1.695 0.404
C -1.229 -0.421 0.603
H 0.189 2.760 -1.886
H 1.551 -0.390 -1.062
H 1.772 0.156 0.612
H -0.862 -1.545 0.369
H 0.661 -1.752 1.500
H -2.235 -0.436 0.174
H -1.266 -0.224 1.677
```

Output
highest occupied orbital energy	-0.31146	Eh
energy relative to the best compared isomer or geometry (same formula, charge and spin)	6.552	eV
Kohn-Sham gap	8.81	eV

Mulliken population analysis, charges in e, atoms 1 to 6: O -0.37; N -0.58; C 0.38; C -0.24; C -0.75; C -0.60



3.
The following is a quantum chemistry calculation of an isolated molecule of C4H7NO at a distorted geometry, from OMol25.

XYZ file:
```
13
Properties=species:S:1:pos:R:3
O 2.123 -1.914 -0.270
C 1.516 -0.893 -0.481
N 1.235 0.069 0.481
C 0.027 0.791 0.287
C -1.357 0.405 0.713
C -0.991 -0.135 -0.614
H 1.100 -0.623 -1.472
H 2.019 0.435 1.006
H 0.192 1.887 0.381
H -1.533 -0.261 1.544
H -2.014 1.262 0.627
H -1.381 0.221 -1.564
H -0.937 -1.245 -0.638
```

Output
structure (SMILES)	O=CNC1CC1
highest occupied orbital energy	-0.33382	Eh
energy relative to the best compared isomer or geometry (same formula, charge and spin)	2.766	eV
Kohn-Sham gap	10.12	eV

Mulliken population analysis, charges in e, atoms 1 to 6: O -0.55; C -0.09; N -0.17; C 0.03; C -0.53; C -0.84



4.
The following is a quantum chemistry calculation of a structure of composition C4H7NO at a distorted geometry, from OMol25.

XYZ file:
```
13
Properties=species:S:1:pos:R:3
C 0.573 -0.784 1.931
C -0.021 -0.614 0.767
C -0.207 0.832 -1.267
C -0.779 0.465 0.162
N 0.732 -2.139 1.714
O 0.158 -1.998 0.406
H 0.744 -0.129 2.811
H 0.363 1.757 -1.355
H -1.010 1.096 -1.866
H 0.361 0.048 -1.661
H -1.773 0.220 0.060
H -0.698 1.263 0.944
H 1.513 -2.682 1.761
```

Output
highest occupied orbital energy	-0.30630	Eh
energy relative to the best compared isomer or geometry (same formula, charge and spin)	4.654	eV
Kohn-Sham gap	9.46	eV

Mulliken population analysis, charges in e, atoms 1 to 6: C -0.14; C -0.02; C -1.11; C -0.25; N -0.18; O -0.34



5.
The following is a quantum chemistry calculation of an isolated molecule of C4H7NO at a distorted geometry, from OMol25.

XYZ file:
```
13
Properties=species:S:1:pos:R:3
O 2.944 0.305 -0.038
C 1.893 -0.374 -0.023
N 0.579 -0.122 0.111
C -0.640 -0.976 0.045
C -1.409 0.187 -0.152
C -0.223 1.124 0.070
H 2.265 -1.450 -0.145
H -0.583 -1.779 -0.766
H -0.825 -1.375 1.147
H -2.197 0.285 0.591
H -1.961 0.542 -1.139
H -0.146 1.826 1.012
H 0.302 1.807 -0.715
```

Output
structure (SMILES)	O=CN1CCC1
highest occupied orbital energy	-0.34213	Eh
energy relative to the best compared isomer or geometry (same formula, charge and spin)	3.084	eV
Kohn-Sham gap	10.10	eV

Mulliken population analysis, charges in e, atoms 1 to 6: O -0.59; C 0.03; N 0.17; C -0.43; C -0.39; C -0.48



6.
The following is a quantum chemistry calculation of a structure of composition C4H7NO, from OMol25.

XYZ file:
```
13
Properties=species:S:1:pos:R:3
C -1.206 -0.832 0.810
C -0.222 0.263 -1.201
C 0.588 1.377 -0.495
C 1.102 0.268 0.365
O 2.137 -0.070 0.864
N 0.007 -0.698 -0.017
H -1.996 -1.216 0.156
H -1.021 -1.496 1.661
H -1.496 0.168 1.151
H 0.293 -0.161 -2.065
H 1.401 1.869 -1.043
H -0.004 2.147 0.019
H 0.417 -1.619 -0.205
```

Output
highest occupied orbital energy	-0.26411	Eh
energy relative to the best compared isomer or geometry (same formula, charge and spin)	4.075	eV
Kohn-Sham gap	7.93	eV

Mulliken population analysis, charges in e, atoms 1 to 6: C -0.85; C -0.71; C -0.34; C 0.34; O -0.54; N 0.13



7.
The following is a quantum chemistry calculation of an isolated molecule of C4H7NO, from OMol25.

XYZ file:
```
13
Properties=species:S:1:pos:R:3
O 1.141 1.815 -0.909
C 1.640 0.961 -0.214
C 1.046 -0.427 -0.065
C -0.360 -0.395 0.507
C -1.449 0.313 -0.199
N -1.372 -1.146 -0.231
H 2.578 1.170 0.346
H 1.704 -1.048 0.550
H 0.991 -0.878 -1.064
H -0.417 -0.415 1.598
H -1.239 0.816 -1.139
H -2.212 0.787 0.416
H -2.052 -1.553 0.403
```

Output
structure (SMILES)	O=CC[C@H]1CN1
highest occupied orbital energy	-0.35901	Eh
energy relative to the best compared isomer or geometry (same formula, charge and spin)	2.176	eV
Kohn-Sham gap	10.69	eV

Mulliken population analysis, charges in e, atoms 1 to 6: O -0.46; C 0.07; C -0.73; C 0.12; C -0.44; N -0.62



8.
The following is a quantum chemistry calculation of an isolated molecule of C4H7NO at a distorted geometry, from OMol25.

XYZ file:
```
13
Properties=species:S:1:pos:R:3
O 0.454 2.943 0.467
C 0.470 1.899 -0.145
C 0.836 0.563 0.459
N 0.389 -0.593 -0.298
C -0.966 -0.798 -0.750
C -0.388 -1.611 0.355
H 0.235 1.829 -1.226
H 0.584 0.585 1.538
H 1.910 0.434 0.300
H -1.022 -1.185 -1.768
H -1.718 -0.051 -0.497
H -0.759 -1.390 1.357
H -0.026 -2.625 0.208
```

Output
structure (SMILES)	O=CCN1CC1
highest occupied orbital energy	-0.34242	Eh
energy relative to the best compared isomer or geometry (same formula, charge and spin)	2.706	eV
Kohn-Sham gap	10.38	eV

Mulliken population analysis, charges in e, atoms 1 to 6: O -0.48; C 0.05; C -0.36; N -0.29; C -0.33; C -0.46